21
Properties=species:S:1:pos:R:3:forces:R:3:lowdin_charge:R:1 method="wB97M-V/def2-TZVPD" total_charge=0 relative_energy_kcal_mol=0.00 energy_ha=-2509.13615 smiles="C=C[P@](=S)(S)CC.O=P(=S)S"
C -1.20487 2.18913 0.98866 1.00 -0.58 -0.73 -0.0898
C -0.70364 1.04378 1.36247 1.02 -2.06 0.82 -0.3601
P -0.31845 -0.16934 0.08781 0.08 -0.13 -0.14 0.0369
S -1.24043 0.06162 -1.61649 -0.27 0.03 0.33 0.2300
S -0.58441 -1.99258 1.07865 -1.35 -0.60 0.10 0.4795
C 1.48493 -0.27748 -0.04297 1.43 0.71 1.22 -0.4713
C 1.95483 -1.22812 -1.18571 1.01 -0.73 0.13 -0.1855
H -1.34240 2.92380 1.67529 -0.75 2.15 1.97 0.0370
H -1.25881 2.46376 -0.03646 -0.44 -0.07 -0.79 0.0283
H -0.44021 0.63803 2.39413 -0.70 1.07 -1.27 0.1043
H -2.00113 -2.02831 1.13582 1.74 0.18 -0.10 -0.1509
H 2.01745 0.71039 -0.20160 -1.27 -0.73 0.20 0.0990
H 1.78377 -0.54832 1.07753 -0.20 0.04 -2.43 0.1098
H 2.03970 -2.24075 -0.73194 0.10 0.50 -0.56 0.0583
H 1.24163 -1.34460 -2.07273 0.99 0.65 1.31 0.0609
H 3.01710 -0.89891 -1.51873 -1.94 -0.66 0.35 0.0952
O -3.37554 -0.40854 1.69910 0.75 0.40 0.78 -0.4674
P -3.79406 -0.32747 0.31023 -1.66 -0.14 -1.38 -0.1479
S -4.51492 -1.81364 -0.67410 0.43 0.86 0.10 0.2418
S -4.25297 1.64696 -0.28804 0.30 -0.87 0.75 0.4794
H -4.75589 1.12979 -1.39285 -0.26 -0.02 -0.65 -0.1875

12
Properties=species:S:1:pos:R:3:forces:R:3:lowdin_charge:R:1 method="wB97M-V/def2-TZVPD" total_charge=0 relative_energy_kcal_mol=129.04 energy_ha=-306.30066
O 0.18783 2.46598 0.07831 -0.23 -0.38 0.10 0.0805
C -0.34485 1.57828 0.69448 0.20 0.52 -0.10 -0.1869
C -0.49409 0.17301 0.16982 0.22 0.19 -0.41 -0.3528
C 0.60166 -0.21156 -0.83389 0.24 -0.04 -0.46 -0.0203
C 0.20846 -1.83462 0.49621 0.20 -0.58 1.22 0.0296
O -0.22275 -0.73070 1.21933 -0.34 -0.29 0.03 -0.1622
H -0.73382 1.73680 1.70888 -0.14 0.03 0.20 0.1350
H -1.50877 0.04145 -0.25258 0.21 -0.05 0.15 0.1652
H 1.46148 0.44987 -0.80207 0.09 0.22 0.04 0.1054
H 0.30940 -0.38209 -1.86349 -0.15 0.05 -0.01 0.1045
H 1.11895 -1.18177 -0.39868 0.00 0.20 -0.42 0.0633
H -0.58349 -2.10463 -0.21630 -0.30 0.13 -0.35 0.0389

18
Properties=species:S:1:pos:R:3:forces:R:3:lowdin_charge:R:1 method="wB97M-V/def2-TZVPD" total_charge=0 relative_energy_kcal_mol=22.39 energy_ha=-445.61064
H 1.21061 1.89898 3.09404 0.48 -2.37 -0.69 0.0611
O 1.07800 -0.33895 0.62703 0.12 -0.26 0.06 -0.0133
O -0.48831 -0.86965 -0.74337 -0.77 -1.14 -0.33 0.0302
O 0.12671 1.28389 -0.61419 -0.42 -0.40 -0.17 0.0070
C 1.96643 0.63664 1.28345 0.83 0.75 -1.17 -0.3646
C -1.60629 -0.53501 -1.58219 0.33 0.40 -0.03 -0.2243
C 1.68773 0.69543 2.70913 -0.96 3.65 1.14 -0.2269
C -2.15022 -1.81805 -2.16064 -0.10 -0.18 -0.06 -0.0760
C 0.23860 0.11350 -0.25993 0.72 2.15 0.24 -0.6490
H 3.00030 0.37905 1.01375 -0.48 -0.51 0.29 0.0373
H -2.35596 -0.01212 -0.97375 0.15 -0.08 -0.12 0.1284
H -1.26076 0.15138 -2.36680 -0.15 -0.13 0.19 0.1226
H 2.62103 0.80865 3.27684 -0.30 -0.85 0.29 0.0400
H 0.87946 0.04185 3.07712 0.75 -0.09 0.19 0.0584
H -3.03889 -1.59039 -2.76387 0.19 -0.08 0.11 0.0776
H -1.40716 -2.30442 -2.80657 -0.18 0.11 0.20 0.0811
H -2.44085 -2.51644 -1.36453 0.09 0.17 -0.21 0.0813
Rb 1.93959 3.97568 0.55447 -0.29 -1.14 0.09 0.8290

25
Properties=species:S:1:pos:R:3:forces:R:3:lowdin_charge:R:1 method="wB97M-V/def2-TZVPD" total_charge=0 relative_energy_kcal_mol=0.00 energy_ha=-984.21296
N 3.10167 -2.21809 -0.60498 -3.62 -1.13 -4.64 0.0277
N 3.22130 -0.92240 -1.17096 1.85 -0.34 -0.68 -0.0515
C 2.28141 0.08917 -1.27303 0.26 -1.80 0.55 -0.5834
N 2.62687 1.11114 -2.07660 1.11 2.22 -1.37 0.1154
N 1.11716 0.17765 -0.78614 -2.93 -2.48 3.50 0.0238
P 0.31900 -0.88890 0.48025 2.37 2.28 -2.50 0.5765
O 1.14157 -1.23550 1.64986 0.02 -0.10 -0.13 -0.3041
O -0.26289 -2.16354 -0.32078 0.00 0.33 0.25 -0.1656
C -1.12322 0.12149 0.81674 -0.80 -0.07 -0.48 -0.2596
C -1.07088 1.51416 0.89772 -1.10 -1.39 -0.79 -0.0581
C -2.25751 2.23335 1.08856 2.75 0.57 0.17 -0.0778
C -3.42854 1.57432 1.20735 -0.36 -1.62 -0.90 -0.0849
C -3.52092 0.17480 1.05416 0.98 0.57 0.38 -0.0477
C -2.35923 -0.55772 0.85332 0.69 1.07 1.29 -0.0840
H 2.13821 -2.65099 -1.07273 3.09 0.98 1.45 0.1490
H 2.83795 -2.11446 0.30340 -0.74 0.40 3.54 -0.0118
H 4.04649 -1.02295 -1.79270 -1.27 1.22 0.42 0.1448
H 2.18441 1.99683 -1.87529 -1.11 -0.51 0.08 0.1015
H 3.56768 1.40809 -2.02640 1.64 -0.56 -0.27 0.0785
H -1.22542 -2.10961 -0.26767 0.03 -0.36 -0.48 0.0347
H -0.19945 1.94223 0.48117 1.02 0.83 0.42 0.0812
H -2.11082 3.31467 1.14811 -0.69 -0.25 -0.13 0.1148
H -4.29394 2.14931 1.16369 -1.64 0.75 0.55 0.0865
H -4.46601 -0.29358 1.18478 -0.62 -0.38 -0.16 0.0959
H -2.26489 -1.62946 0.93816 -0.93 -0.25 -0.09 0.0981